w | 15
Properties=species:S:1:pos:R:3 method="wB97M-V/def2-TZVPD" multiplicity=1 homo_energy_ev=-7.8 homo_lumo_gap_ev=7.22
C -0.79272 1.00758 0.94972
C 0.58827 1.08977 1.07971
C 1.60279 0.40568 0.26312
C 1.57572 -0.90958 -0.26865
N 0.62353 -1.86805 -0.21311
C -0.60615 -1.66276 -0.62102
C -1.31104 -0.41593 -0.94798
C -1.30676 0.79103 -0.23175
H -1.32354 1.58919 1.71273
H 0.93187 1.81199 1.82622
H 2.59083 0.89569 0.19751
H 2.55639 -1.21612 -0.70228
H -1.17595 -2.56027 -0.65957
H -2.03566 -0.57200 -1.69927
H -1.91759 1.61376 -0.68537

x | 15
Properties=species:S:1:pos:R:3 method="wB97M-V/def2-TZVPD" multiplicity=1 homo_energy_ev=-8.7 homo_lumo_gap_ev=8.83
C -2.41610 -1.16748 0.33549
C -3.28666 -0.22922 -0.13100
C -1.07833 -0.77766 0.30566
C -0.36929 0.24168 0.12930
C -1.64786 1.29969 -0.55994
C 1.98124 -0.36407 -0.03694
C 0.96598 0.77953 -0.00918
N -2.78424 0.90592 -0.60128
H -2.80070 -2.11030 0.64595
H -4.27848 -0.42436 -0.26736
H 2.63924 -0.24546 -0.93494
H 1.33230 -1.31583 -0.33154
H 2.46522 -0.53246 0.87962
H 0.96530 1.18090 -1.06945
H 1.16371 1.42588 0.81481

y | 15
Properties=species:S:1:pos:R:3 method="wB97M-V/def2-TZVPD" multiplicity=1 homo_energy_ev=-9.6 homo_lumo_gap_ev=8.77
C -0.67360 0.56130 2.99972
C -0.60247 0.14255 1.85762
C -0.06106 -2.35603 0.93654
C -0.39512 -0.21632 0.59320
C -0.04478 0.24084 -0.60390
C 0.58993 -0.68502 -1.57131
C -0.03566 1.74055 -0.93387
N 0.14368 -3.45949 1.06282
H -0.80513 0.58608 4.06383
H 1.40680 -0.26191 -2.04489
H 0.75836 -1.55742 -1.01596
H -0.16808 -0.91084 -2.29606
H 0.37916 2.33937 -0.06362
H -1.02386 2.02251 -1.10552
H 0.53183 1.81382 -1.87859

z | 15
Properties=species:S:1:pos:R:3 method="wB97M-V/def2-TZVPD" multiplicity=1 homo_energy_ev=-8.2 homo_lumo_gap_ev=7.92
C -1.90855 -0.49775 -0.90011
C -0.63568 -1.18672 -0.82645
C -1.77437 0.68959 -0.27379
C 0.23750 -0.35392 -0.13371
C 1.59806 -0.80832 0.11710
C -0.06046 2.04166 0.76569
C 2.37916 -0.16230 1.05484
N -0.40007 0.87245 0.17988
H -2.71628 -1.00987 -1.42869
H -0.39951 -2.12474 -1.38138
H -2.45125 1.43988 -0.23278
H 1.70872 -1.75902 -0.37076
H -0.89276 2.64111 0.66068
H 3.46819 -0.45546 1.31562
H 1.84731 0.67341 1.45385

Which is the most stable structure? w is the most stable.

w | 15
Properties=species:S:1:pos:R:3 method="wB97M-V/def2-TZVPD" multiplicity=1 smiles=c1ccc2c(c1)CN2 homo_energy_ev=-7.7 homo_lumo_gap_ev=8.75
C 0.89960 1.68815 0.56992
C -0.53650 1.73585 0.84333
C -1.32612 0.70302 0.61901
C -0.69470 -0.34980 -0.03155
C 0.76517 -0.54084 -0.24124
C 1.43122 0.74781 -0.19532
C 0.49003 -2.02544 -0.83128
N -0.93300 -1.55580 -0.68104
H 1.48505 2.56492 0.93053
H -1.06496 2.54753 1.41002
H -2.38388 0.85269 0.84871
H 2.56998 0.73599 -0.35534
H 0.69845 -2.83691 -0.20680
H 0.63680 -2.28825 -1.88041
H -1.58263 -2.43793 -0.37655

x | 15
Properties=species:S:1:pos:R:3 method="wB97M-V/def2-TZVPD" multiplicity=1 homo_energy_ev=-7.5 homo_lumo_gap_ev=7.87
C -0.88370 0.12289 2.68634
C -1.17353 -0.97126 2.14749
C 0.27686 -0.53282 -1.31989
C -1.03624 -1.56797 1.00209
C 0.40296 0.44109 -0.45399
C -0.18775 -1.89414 -1.18272
C 0.26648 1.42016 0.51830
N -0.85892 -2.22659 -0.03551
H -0.85196 0.64701 3.58646
H 0.90621 -0.57579 -2.21432
H -0.80541 -2.24163 -2.13422
H 0.63533 -2.68266 -1.23529
H 1.18791 1.86997 0.94615
H -0.18746 1.06764 1.69891
H -0.36932 2.18498 0.17012

y | 15
Properties=species:S:1:pos:R:3 method="wB97M-V/def2-TZVPD" multiplicity=1 smiles=c1ccncc1.C#C homo_energy_ev=-9.6 homo_lumo_gap_ev=10.38
C 2.34011 -0.78121 -0.81996
C 1.21890 -1.40712 -1.30835
C -0.05882 -1.04908 -0.82824
N -0.17844 -0.11214 0.11275
C 0.95022 0.54632 0.51773
C 2.21306 0.25237 0.04017
H 3.24718 -1.03687 -1.32072
H 1.32974 -2.17942 -2.10872
H -0.99946 -1.47329 -1.22713
H 0.84404 1.30976 1.22233
H 3.05783 0.85982 0.36408
C -3.89346 1.50708 1.21166
C -2.69980 1.09150 1.16193
H -4.90994 1.86393 1.44517
H -1.74156 0.48199 0.98613

z | 15
Properties=species:S:1:pos:R:3 method="wB97M-V/def2-TZVPD" multiplicity=1 homo_energy_ev=-7.6 homo_lumo_gap_ev=7.21
C 2.05099 -0.21628 -0.19218
C 1.20454 -1.21136 -0.00400
C -0.10655 -0.99335 0.42541
C -0.57912 0.32725 0.71474
C 0.30775 1.36524 0.24789
C -1.60765 -0.11354 -0.68334
C -2.74397 -0.08991 -0.32285
H 3.16808 -0.52847 -0.52242
H 1.42106 -2.35612 0.03305
H -0.68666 -1.93722 0.82759
H -1.63104 0.49807 0.80607
H -0.19116 2.41371 0.23721
H -0.66143 -0.56852 -1.02754
H -3.65735 0.26050 0.38813
N 1.58322 1.11569 -0.26517

Which is the most stable structure? y is the most stable.

w | 8
Properties=species:S:1:pos:R:3 method="wB97M-V/def2-TZVPD" multiplicity=1 smiles="C=O.C=O" homo_energy_ev=-10.3 homo_lumo_gap_ev=10.81
C 1.24614 0.28195 -0.83976
O 1.71120 1.32845 -0.49989
H 1.53105 -0.74152 -0.53446
H 0.47140 0.27548 -1.63682
C -1.40598 -0.33656 0.99823
O -1.53381 -1.27992 0.27941
H -2.24259 0.17580 1.54114
H -0.48132 0.10890 1.40144

x | 8
Properties=species:S:1:pos:R:3 method="wB97M-V/def2-TZVPD" multiplicity=1 smiles="C=O.C=O" homo_energy_ev=-9.7 homo_lumo_gap_ev=9.94
C 0.20237 -0.92922 -0.95257
O -0.30843 -1.42769 0.08711
H -0.48395 -0.61104 -1.77304
H 1.29351 -0.76114 -1.11569
C -0.18778 0.90517 0.96298
O 0.84441 0.50035 0.49781
H -0.47754 1.92701 0.62047
H -0.88258 0.39656 1.67293

y | 8
Properties=species:S:1:pos:R:3 method="wB97M-V/def2-TZVPD" multiplicity=1 smiles=CC1OO1 homo_energy_ev=-10.2 homo_lumo_gap_ev=11.25
C 0.10574 0.06438 0.87291
C -0.15771 -0.21707 -0.62023
O -0.07607 0.77512 -1.50237
O 0.88469 -0.23418 -1.48263
H -0.22178 -0.80151 1.27522
H -0.66533 0.78868 1.15659
H 1.13821 0.42072 1.10560
H -1.00774 -0.79613 -0.80509

Which is the most stable structure? w is the most stable.

w | 8
Properties=species:S:1:pos:R:3 method="wB97M-V/def2-TZVPD" multiplicity=1 smiles="O=CCO" homo_energy_ev=-10.6 homo_lumo_gap_ev=11.27
O 1.33722 -0.63892 0.04932
C 0.85477 0.44948 -0.08244
C -0.58888 0.67186 0.01968
O -1.41185 -0.54078 -0.01409
H 1.46392 1.45398 -0.13358
H -0.73681 0.98129 1.16364
H -1.00357 1.46132 -0.65087
H -0.72178 -1.18704 -0.28448

x | 8
Properties=species:S:1:pos:R:3 method="wB97M-V/def2-TZVPD" multiplicity=1 smiles="C=O.C=O" homo_energy_ev=-9.8 homo_lumo_gap_ev=10.26
C -0.48105 2.22074 -0.54276
O -0.04856 2.35534 0.56564
H -1.49479 1.66944 -0.39875
H -0.03386 2.39218 -1.47404
C 0.57711 -2.11813 0.49410
O -0.12725 -1.66493 -0.44425
H 0.38040 -1.88423 1.60429
H 1.22799 -2.97041 0.19578

Which is the most stable structure? w is the most stable.